No. 1
Molecular formula: C13H16F8N2O4
Method: DFT, wB97M-V/def2-TZVPD

```
43
Properties=species:S:1:pos:R:3:forces:R:3
F -4.166045 3.336513 -3.028097 0.10 0.02 0.04
C -4.875204 2.356721 -2.434166 -0.12 -0.06 -0.05
F -6.182368 2.703614 -2.466365 0.05 0.00 -0.01
C -4.455068 2.175729 -0.973259 0.12 0.25 0.16
F -4.739885 3.291763 -0.270314 0.02 -0.05 -0.07
F -5.258110 1.173377 -0.507342 -0.02 -0.07 -0.01
C -3.017013 1.718598 -0.685345 0.26 -0.55 0.27
O -2.086567 2.708871 -0.289243 -0.34 0.41 -0.15
C -1.290638 3.367821 -1.180707 0.06 -0.25 0.18
F -1.401137 2.888961 -2.430975 -0.10 0.03 -0.05
F -0.005087 3.176482 -0.791851 0.08 -0.04 -0.06
C -1.531498 4.879620 -1.129669 0.02 0.12 0.00
F -2.809160 5.163036 -1.447063 0.01 -0.04 -0.04
F -0.720181 5.476950 -2.030862 -0.02 0.03 0.00
H -4.745302 1.423455 -2.989075 0.02 0.02 0.00
H -3.100593 1.081271 0.194211 -0.02 -0.01 0.00
H -2.623980 1.087907 -1.482997 -0.10 0.15 -0.17
H -1.311760 5.259590 -0.130276 0.00 -0.01 0.00
N 4.823452 -1.948567 3.932705 0.00 -0.09 -0.27
C 4.799658 -2.295097 2.836659 -0.08 0.05 0.20
C 4.715356 -2.712529 1.430627 0.17 0.58 0.55
C 4.209443 -1.536101 0.546156 0.09 -0.10 -0.24
C 5.301927 -1.082645 -0.322942 0.17 0.12 -0.11
N 6.156938 -0.715620 -0.998041 -0.19 -0.12 0.12
C 2.945387 -1.866097 -0.322729 -0.09 0.17 -0.10
O 2.547069 -3.210677 -0.260824 0.07 -0.09 0.19
C 1.657684 -3.534207 0.778282 0.06 -0.14 -0.03
O 0.338412 -3.485961 0.315373 0.06 0.22 0.03
C -0.586972 -2.799500 1.139143 -0.36 0.07 -0.03
C -0.408357 -1.282803 1.120694 0.35 -0.30 0.10
O -1.569435 -0.635569 1.608886 0.05 0.05 -0.01
H 4.052529 -3.569200 1.390778 0.08 -0.12 -0.28
H 5.719197 -2.995888 1.123118 -0.08 -0.27 -0.11
H 3.978424 -0.679822 1.179412 -0.07 -0.07 0.09
H 2.135866 -1.196220 -0.026981 -0.06 -0.07 0.08
H 3.165040 -1.639648 -1.363839 0.03 -0.11 -0.02
H 1.898104 -4.556107 1.086859 -0.02 -0.02 -0.13
H 1.805551 -2.870656 1.638688 -0.08 0.09 0.03
H -1.574622 -3.004979 0.727037 0.04 -0.09 -0.04
H -0.584388 -3.188159 2.162880 0.10 0.00 0.05
H -0.222239 -0.988129 0.087596 -0.18 0.18 -0.04
H 0.464598 -0.989569 1.712719 0.04 0.08 -0.06
H -1.449016 -0.486513 2.551147 -0.14 0.04 -0.03
```
Forces are in eV/Å.

Summary:
Total charge = 0
Multiplicity = 1
E_tot = -1714.2971 Eh
E_LUMO = 0.13 eV
Structure (SMILES) = FC(F)C(F)(F)COC(F)(F)C(F)F.N#CC[C@@H](C#N)COCOCCO

How positive or negative is each atom? The natural (NBO) charges in e answer that: F -0.321; C 0.521; F -0.320; C 0.596; F -0.309; F -0.330; C -0.141; O -0.508; C 0.850; F -0.316; F -0.328; C 0.504; F -0.317; F -0.321; H 0.140; H 0.245; H 0.207; H 0.150; N -0.311; C 0.275; C -0.498; C -0.346; C 0.272; N -0.297; C -0.050; O -0.522; C 0.225; O -0.530; C -0.091; C -0.093; O -0.719; H 0.267; H 0.272; H 0.263; H 0.180; H 0.217; H 0.169; H 0.136; H 0.205; H 0.165; H 0.179; H 0.157; H 0.476

No. 2
Molecular formula: C13H16N3O3P
Method: DFT, wB97M-V/def2-TZVPD

```
36
Properties=species:S:1:pos:R:3:forces:R:3
C 5.624743 -1.291625 0.683431 0.60 -0.86 -0.88
C 5.020021 -1.000904 -0.840229 0.39 -1.07 0.33
C 4.794287 -2.364237 -1.771306 1.41 0.08 0.58
N 4.749953 0.286870 -1.319901 -1.41 -2.71 2.19
N 3.388534 0.473139 -0.993918 -4.46 0.85 0.60
C 2.953854 1.130377 0.312188 -3.25 -0.46 -0.74
C 1.359197 1.320558 0.745379 1.01 -1.94 -4.03
C 0.224644 0.777808 -0.307642 2.82 -0.03 -0.63
C -1.377834 0.864802 0.027518 -3.18 -0.63 0.84
C -2.262947 2.229176 0.234782 -1.53 -4.30 0.39
C -3.880038 2.059750 0.621202 2.93 -1.47 -0.46
N -4.583275 0.732160 0.798546 5.80 0.76 -0.88
P -6.304613 0.494867 1.231231 -6.59 -4.21 -2.97
O -7.048203 -0.205031 -0.016762 3.78 3.36 4.80
O -7.123003 1.951091 1.755286 3.05 -2.43 -1.71
O -6.306281 -0.752573 2.496413 1.10 2.51 -2.88
C -3.767207 -0.557301 0.582233 3.07 1.51 -0.60
C -2.170168 -0.592513 0.196270 -2.59 4.06 0.65
C 0.705363 0.095962 -1.745693 3.12 1.75 3.86
C 2.330872 -0.001720 -1.988168 -2.80 0.92 1.95
H 6.525814 -0.580355 0.925627 -2.00 -1.03 -0.55
H 6.066009 -2.397543 0.710737 -1.16 2.43 -0.07
H 4.785212 -1.219512 1.523833 1.60 0.11 -1.99
H 5.549294 -3.209400 -1.400345 -1.77 1.90 -0.63
H 3.706723 -2.791883 -1.624105 2.00 1.07 -0.32
H 5.077882 -2.164630 -2.897473 -0.97 -0.10 2.29
H 3.743620 1.544321 1.102165 -1.49 -1.19 -2.35
H 1.083488 1.814259 1.791995 0.74 -1.21 -2.60
H -1.755631 3.288160 0.111618 -1.44 -2.37 0.33
H -4.458095 3.069439 0.792312 0.94 -2.48 -0.30
H -7.221623 2.575592 0.958066 0.04 -1.42 1.27
H -6.125748 -1.627361 2.005689 -0.79 1.86 0.76
H -4.304850 -1.590190 0.733634 0.97 2.50 -0.40
H -1.577580 -1.605537 0.051142 -1.63 2.29 0.41
H -0.117411 -0.285488 -2.489118 2.08 0.81 1.41
H 2.694995 -0.470529 -2.996638 -0.38 1.13 2.30
```
Forces are in eV/Å.

Summary:
Total charge = +2
Multiplicity = 1
E_tot = -1235.0657 Eh
E_LUMO = -8.48 eV

How positive or negative is each atom? The natural (NBO) charges in e answer that: C -0.772; C 0.720; C -0.780; N -0.518; N -0.171; C 0.078; C -0.205; C -0.041; C 0.043; C -0.205; C 0.135; N -0.681; P 2.284; O -0.970; O -0.888; O -0.898; C 0.117; C -0.205; C -0.201; C 0.069; H 0.296; H 0.264; H 0.281; H 0.275; H 0.281; H 0.285; H 0.296; H 0.297; H 0.305; H 0.289; H 0.538; H 0.522; H 0.282; H 0.299; H 0.293; H 0.287

No. 3
Molecular formula: C13H16N4O
Method: DFT, wB97M-V/def2-TZVPD

```
34
Properties=species:S:1:pos:R:3:forces:R:3
C -5.644150 -1.944577 -0.289929 -0.03 -0.02 0.03
C -4.469263 -1.046816 -0.072222 -0.01 0.03 0.17
C -4.100189 -0.630274 1.207817 0.15 0.07 -0.11
C -2.997967 0.186124 1.351070 0.06 0.02 -0.17
C -2.279560 0.569716 0.217431 -0.40 -0.15 0.08
C -1.100131 1.464012 0.388968 0.00 -0.10 -0.25
O -0.999238 2.234438 1.322860 0.01 0.06 0.26
N -0.150048 1.352851 -0.573967 0.10 -0.12 -0.31
C 1.059279 2.140968 -0.543280 0.25 0.12 0.29
C 2.245229 1.386661 0.063631 -0.21 -0.02 -0.29
C 2.659185 0.174317 -0.778861 -0.32 0.49 0.13
N 3.837834 -0.451555 -0.246545 0.23 -0.25 0.00
C 3.888490 -1.343068 0.788854 -0.01 -0.21 0.22
C 5.210642 -1.612325 0.991355 -0.26 -0.05 0.11
N 5.967562 -0.905445 0.112811 0.57 0.13 -0.16
C 5.123361 -0.221349 -0.605964 0.03 0.07 -0.13
C -2.751826 0.126286 -1.014107 0.39 0.25 0.31
N -3.804047 -0.657880 -1.151720 -0.29 -0.24 -0.38
H -5.513322 -2.877896 0.255064 -0.05 -0.09 0.03
H -5.749461 -2.157058 -1.349417 -0.02 -0.02 -0.02
H -6.553343 -1.468146 0.073006 -0.11 -0.02 0.02
H -4.673555 -0.945366 2.066330 -0.05 -0.04 0.08
H -2.673431 0.539208 2.318880 0.01 0.04 0.06
H -0.243211 0.648921 -1.286697 -0.12 0.02 0.11
H 0.842276 3.015968 0.074358 0.06 -0.05 -0.20
H 1.298093 2.466400 -1.559969 -0.02 0.05 0.05
H 1.981243 1.058752 1.070481 0.04 0.02 0.04
H 3.092377 2.070284 0.142523 0.04 -0.02 0.03
H 2.872191 0.490848 -1.804907 -0.04 -0.09 0.06
H 1.851754 -0.564563 -0.798937 0.12 0.05 -0.10
H 3.003441 -1.703754 1.271647 -0.20 -0.06 0.09
H 5.663962 -2.267520 1.707407 0.00 -0.16 0.18
H 5.393761 0.444024 -1.401950 -0.04 0.19 -0.22
H -2.287943 0.427806 -1.946018 0.12 0.09 -0.02
```
Forces are in eV/Å.

Summary:
Total charge = 0
Multiplicity = 1
Relative energy (zero: lowest compared OMol25 entry of this formula, charge and spin) = 2.4 kcal/mol
E_tot = -799.2677 Eh
E_LUMO = 0.44 eV
Structure (SMILES) = Cc1ccc(C(=O)NCCCn2ccnc2)cn1

How positive or negative is each atom? The natural (NBO) charges in e answer that: C -0.647; C 0.237; C -0.262; C -0.107; C -0.209; C 0.668; O -0.617; N -0.618; C -0.228; C -0.409; C -0.205; N -0.343; C -0.113; C -0.093; N -0.455; C 0.161; C 0.061; N -0.434; H 0.223; H 0.237; H 0.225; H 0.220; H 0.237; H 0.395; H 0.243; H 0.192; H 0.218; H 0.216; H 0.205; H 0.204; H 0.214; H 0.207; H 0.191; H 0.187

No. 4
Molecular formula: C13H16N4O2
Method: DFT, wB97M-V/def2-TZVPD

```
35
Properties=species:S:1:pos:R:3:forces:R:3
C -3.221972 -1.420076 -3.608177 -0.01 3.16 1.24
C -3.196559 -0.041210 -3.111838 -0.06 -0.25 -1.07
C -2.358878 0.378569 -2.073080 -1.07 -0.42 -0.83
C -1.611118 -0.571957 -1.370866 -1.51 -1.18 -3.63
C -0.817137 -0.109513 -0.298696 2.66 -1.14 3.30
C 0.635761 0.333873 -0.572601 -1.93 -0.19 1.06
C 1.497259 0.560794 0.650529 0.30 0.27 -0.98
C 1.756586 -0.688789 1.558307 -0.36 -1.99 -0.23
N 0.760754 -1.111874 2.684658 3.03 2.12 -3.96
C 0.130798 -0.234658 3.465736 -0.08 0.97 0.16
N -0.837760 -0.863619 4.045811 0.49 -1.53 1.42
N -0.631203 -2.173245 3.715084 -2.56 -1.09 -0.43
N 0.222302 -2.351488 2.776460 0.32 2.17 1.60
O 1.039258 1.700682 1.258411 1.08 1.95 1.31
C 2.111013 2.731755 1.362030 0.20 -2.17 -0.94
C 3.194120 2.114530 0.316137 -1.31 1.93 1.14
O 2.793408 0.824686 0.021947 -0.58 -0.65 1.21
C -1.664215 -1.901162 -1.834014 -0.43 -0.76 0.17
C -2.516182 -2.356144 -2.892150 0.86 0.56 -0.09
H -3.721835 -1.603739 -4.550934 -0.29 -0.30 0.31
H -3.816965 0.759852 -3.593629 0.65 -1.05 0.20
H -2.293858 1.452818 -1.815909 -0.20 -0.76 -0.02
H -1.334113 0.676012 0.214289 -0.17 0.60 0.39
H -0.747917 -0.951227 0.431671 -0.08 0.49 -0.16
H 1.203017 -0.309279 -1.144644 0.73 -2.11 -1.42
H 0.594753 1.202626 -1.181005 0.20 1.29 -0.17
H 2.778245 -0.624573 2.040282 -1.18 -0.15 -0.82
H 1.674075 -1.504670 0.722245 0.63 0.91 2.13
H 0.376638 0.822961 3.712080 -0.09 -1.12 -0.96
H 2.548388 2.746437 2.388760 -0.47 0.01 -0.70
H 1.650075 3.693699 1.104303 0.33 -0.35 0.00
H 4.138030 2.183761 0.800070 1.03 -0.42 0.47
H 3.292272 2.672695 -0.600215 -0.32 0.46 -0.39
H -1.036556 -2.655263 -1.338157 -0.34 0.34 -0.04
H -2.590486 -3.383264 -3.282897 0.55 0.37 0.73
```
Forces are in eV/Å.

Summary:
Total charge = 0
Multiplicity = 1
Relative energy (zero: lowest compared OMol25 entry of this formula, charge and spin) = 73.4 kcal/mol
E_tot = -874.3447 Eh
E_LUMO = 0.49 eV
Structure (SMILES) = c1ccc(CCC2(Cn3cnnn3)OCCO2)cc1

How positive or negative is each atom? The natural (NBO) charges in e answer that: C -0.221; C -0.196; C -0.221; C -0.026; C -0.426; C -0.415; C 0.544; C -0.272; N -0.211; C 0.150; N -0.301; N -0.075; N -0.050; O -0.549; C -0.092; C -0.085; O -0.530; C -0.206; C -0.211; H 0.217; H 0.210; H 0.211; H 0.225; H 0.207; H 0.214; H 0.217; H 0.236; H 0.247; H 0.239; H 0.180; H 0.206; H 0.175; H 0.179; H 0.210; H 0.221

No. 5
Molecular formula: C13H16O
Method: DFT, wB97M-V/def2-TZVPD

```
30
Properties=species:S:1:pos:R:3:forces:R:3
C -0.753803 0.514703 3.593414 -0.58 0.26 -0.11
C 0.050868 1.069823 2.727972 2.79 0.02 -1.79
C 0.013273 1.113647 1.193723 1.45 -2.25 0.80
C -1.243745 1.817894 0.776385 -0.96 -1.26 1.23
O -1.212634 2.511846 -0.378575 0.47 1.68 -2.34
C 1.299214 1.294598 0.428097 0.42 -2.34 2.25
C 0.756362 -0.128839 0.294648 -3.02 4.68 -0.18
C 1.452759 -1.209709 0.940221 2.87 -1.90 0.99
C 0.100613 -0.481818 -1.002869 1.77 -0.43 -0.11
C 0.996183 -0.598200 -2.090925 -3.02 -0.92 -0.59
C 0.624057 -1.279072 -3.236743 0.47 -1.33 0.23
C -0.678562 -1.862312 -3.224636 0.24 -1.29 -2.03
C -1.640843 -1.679703 -2.219993 3.74 1.57 -0.10
C -1.174629 -0.995291 -1.086015 -2.67 1.06 0.68
H -0.611639 0.629761 4.639589 0.25 -0.07 0.71
H -1.649009 0.050139 3.273612 -0.85 -0.56 -0.23
H 1.006841 1.501770 3.055916 -0.49 0.07 0.39
H -1.402388 2.544945 1.597925 -0.59 -0.44 -0.45
H -2.081048 1.073318 0.656155 0.44 0.60 1.00
H -0.587777 2.117787 -0.991561 -0.11 -0.10 -0.23
H 2.295270 1.299094 0.886455 -0.51 0.28 0.57
H 1.290221 1.977829 -0.328203 -0.20 1.46 -2.43
H 2.554355 -1.215757 0.627694 -1.29 -0.29 -0.30
H 1.028366 -2.229685 0.763521 0.25 0.96 0.20
H 1.633041 -1.049733 2.003331 -0.69 -0.07 0.27
H 1.920214 -0.175050 -2.191453 2.45 1.20 0.88
H 1.545038 -1.501591 -3.945555 -2.71 0.37 0.89
H -0.936391 -2.551504 -4.078128 0.14 0.98 0.80
H -2.636731 -1.921611 -2.369343 -1.63 -0.78 -0.07
H -1.957474 -0.637278 -0.314661 1.56 -1.17 -0.94
```
Forces are in eV/Å.

Summary:
Total charge = 0
Multiplicity = 1
Relative energy (zero: lowest compared OMol25 entry of this formula, charge and spin) = 30.5 kcal/mol
E_tot = -580.0628 Eh
E_LUMO = 0.81 eV
Structure (SMILES) = C=C[C@@]1(CO)C[C@]1(C)c1ccccc1

How positive or negative is each atom? The natural (NBO) charges in e answer that: C -0.389; C -0.167; C -0.096; C -0.054; O -0.706; C -0.420; C -0.027; C -0.629; C -0.061; C -0.196; C -0.216; C -0.204; C -0.220; C -0.188; H 0.203; H 0.191; H 0.192; H 0.189; H 0.157; H 0.469; H 0.215; H 0.208; H 0.207; H 0.232; H 0.231; H 0.207; H 0.227; H 0.209; H 0.219; H 0.215

No. 6
Molecular formula: C13H17AlN2O3PS2
Method: DFT, wB97M-V/def2-TZVPD

```
39
Properties=species:S:1:pos:R:3:forces:R:3
Al -0.055147 -0.030638 -0.325657 0.12 -0.42 -1.05
C 4.111164 5.164112 -0.308177 0.04 0.03 0.01
C 2.758675 4.500656 -0.381040 0.01 -0.02 0.03
O 2.940748 3.092207 -0.113668 0.03 0.11 0.01
P 1.933161 2.039293 -0.756845 0.09 0.11 0.10
S 2.519376 0.257721 -0.077108 -0.10 0.04 0.14
S 0.026559 2.482298 -0.411589 0.07 -0.07 0.14
O 2.148519 2.188859 -2.330241 0.06 0.02 -0.02
C 3.427419 1.861500 -2.916316 -0.03 -0.04 -0.04
C 3.217246 0.818674 -3.986568 0.02 -0.02 -0.03
H 4.003705 6.238394 -0.467349 0.02 -0.02 0.01
H 4.779652 4.763588 -1.071104 -0.01 0.01 0.01
H 4.564841 4.999370 0.669209 -0.01 0.01 -0.01
H 2.302874 4.634809 -1.363439 0.00 -0.01 -0.03
H 2.074802 4.898337 0.368445 -0.03 -0.02 0.01
H 4.109946 1.498150 -2.146979 0.01 0.00 0.04
H 3.833351 2.785313 -3.329895 -0.01 0.03 0.01
H 2.822210 -0.096048 -3.544415 0.00 0.01 -0.01
H 4.166372 0.594603 -4.478059 -0.03 -0.01 0.01
H 2.510455 1.176621 -4.735312 0.01 -0.01 0.01
O -1.799647 -0.137204 -0.120735 -0.39 0.12 0.41
C -2.728656 -1.070377 -0.005480 0.24 0.05 -0.01
C -4.074713 -0.688459 0.060175 -0.05 -0.02 -0.02
C -5.070698 -1.634448 0.153508 -0.01 0.00 0.00
C -4.758682 -2.994630 0.194250 0.01 -0.01 0.00
C -3.437718 -3.381380 0.141213 -0.04 -0.04 0.01
C -2.408487 -2.438455 0.041144 0.10 0.00 0.00
C -1.010498 -2.850875 0.001111 -0.02 -0.03 0.03
N 0.065189 -2.066575 -0.057362 -0.05 0.07 0.32
C 1.176476 -2.891871 -0.048764 -0.03 0.16 -0.05
C 0.773179 -4.179215 0.005254 -0.05 -0.02 -0.01
N -0.605285 -4.138227 0.032557 0.00 -0.10 0.00
H -4.298311 0.369406 0.025987 0.01 -0.01 0.00
H -6.105593 -1.317823 0.194457 0.01 -0.01 0.00
H -5.540955 -3.737320 0.269296 0.01 0.01 0.00
H -3.210990 -4.441563 0.182685 0.00 0.04 0.00
H 2.171713 -2.487063 -0.095263 -0.01 0.00 0.00
H 1.323693 -5.102248 0.027796 -0.02 0.01 -0.01
H -1.216149 -4.935090 0.062179 0.03 0.02 0.01
```
Forces are in eV/Å.

Summary:
Total charge = 0
Multiplicity = 2
Relative energy (zero: lowest compared OMol25 entry of this formula, charge and spin) = 16.7 kcal/mol
E_tot = -2221.1565 Eh
E_LUMO (spin up / spin down) = 0.42 / 0.30 eV
Expectation value of S² = 0.7520

How positive or negative is each atom? The natural (NBO) charges in e answer that: Al 1.247; C -0.622; C -0.068; O -0.834; P 1.686; S -0.640; S -0.583; O -0.840; C -0.066; C -0.627; H 0.215; H 0.210; H 0.218; H 0.187; H 0.193; H 0.194; H 0.181; H 0.223; H 0.211; H 0.216; O -0.920; C 0.376; C -0.252; C -0.174; C -0.258; C -0.171; C -0.160; C 0.406; N -0.637; C -0.064; C -0.082; N -0.503; H 0.228; H 0.216; H 0.216; H 0.188; H 0.241; H 0.228; H 0.424